The following is a DFT calculation (wB97M-V/def2-TZVPD) of a cluster of 15 separate species, C15H45N15O30 in total in a non-equilibrium geometry.

Structure (XYZ):
```
105
Properties=species:S:1:pos:R:3:forces:R:3:lowdin_charge:R:1
C 1.71653 3.64294 0.14913 -0.8673 0.2710 -0.8196 0.03
N 1.95770 4.97322 0.80089 -0.7241 0.0276 -0.5826 -0.42
O 1.22699 5.93193 0.53981 0.7094 -1.1931 0.2093 0.05
O 2.89067 4.99936 1.55956 0.5747 0.4347 0.7377 0.06
H 1.25342 2.96057 0.86187 0.0986 0.3464 0.1465 0.06
H 2.64352 3.18200 -0.19194 -0.0704 0.4727 0.1452 0.08
H 1.01210 3.85598 -0.65492 0.1001 -0.2431 -0.0003 0.09
C -3.56671 2.59471 -5.21577 1.0482 -0.2570 0.1346 0.05
N -3.89404 3.97495 -4.77282 -0.5999 0.0242 0.0864 -0.44
O -3.89553 4.90582 -5.54151 0.3865 -0.0947 -0.5032 0.08
O -4.26232 4.05122 -3.62009 -0.0581 0.0854 0.4120 0.04
H -3.27690 2.08932 -4.29452 -0.6334 -0.3411 -0.1990 0.10
H -2.67425 2.54528 -5.83960 -0.2479 0.5720 -0.2238 0.08
H -4.42696 2.20787 -5.76205 0.0632 -0.0677 0.3435 0.11
C 1.53983 -3.20139 -4.08563 -0.2199 0.2313 0.6724 0.07
N 0.43523 -2.55319 -3.32107 -0.5086 1.3920 2.7133 -0.41
O -0.65748 -2.44265 -3.80227 -0.7366 -0.6258 -1.6403 0.06
O 0.61545 -2.11397 -2.17190 1.1441 -0.8975 -1.2678 0.01
H 1.16462 -3.27202 -5.10657 0.4609 -0.0237 0.1588 0.10
H 1.71297 -4.16384 -3.60416 -0.1508 -0.0511 -0.1852 0.11
H 2.42909 -2.60053 -3.89516 -0.0767 0.0787 -0.3873 0.09
C -1.08293 -4.70963 -0.21363 0.3209 -0.2638 -0.9655 0.04
N -1.07310 -5.33121 1.13729 -3.9444 -0.0465 -0.1693 -0.41
O -2.02438 -6.09956 1.41969 2.1053 0.6421 -0.8201 0.04
O -0.40232 -4.78243 1.94978 1.7620 -0.0858 1.3062 0.04
H -0.87534 -5.45488 -0.98150 -0.1508 -0.1133 0.1948 0.10
H -0.32702 -3.92627 -0.26893 -0.0718 -0.1331 0.2499 0.08
H -2.08564 -4.30525 -0.35202 0.1542 -0.0940 0.0922 0.09
C -0.69796 1.05432 -7.69013 0.5358 0.1955 -1.4950 0.03
N -0.23833 0.39558 -6.46220 -1.5808 -0.1924 1.0453 -0.44
O 0.94664 0.19149 -6.35951 0.1935 -0.1214 0.1720 0.07
O -1.10276 0.10156 -5.63060 1.0906 0.2988 -0.7775 0.06
H -0.36976 0.43139 -8.52220 -0.1892 -0.3299 0.1128 0.10
H -0.08692 1.94282 -7.84913 -0.3203 0.2300 0.4258 0.11
H -1.77348 1.21612 -7.76205 0.3004 -0.0344 0.5047 0.09
C -3.42055 5.59475 -1.09232 0.3247 0.6360 -0.1271 0.06
N -2.26013 4.64232 -1.10889 -0.9814 1.4019 -1.7436 -0.47
O -1.62329 4.59148 -2.11844 0.6052 0.2061 -2.0888 0.06
O -1.93994 4.06125 -0.14233 0.0565 -1.6128 3.5434 0.07
H -4.15304 5.32728 -0.33073 0.2773 -0.0550 -0.1681 0.10
H -3.82146 5.73411 -2.09629 -0.0185 -0.6683 0.1855 0.07
H -2.92793 6.54576 -0.88978 -0.1293 0.0271 0.4871 0.10
C -4.79925 -0.91055 -0.87455 -0.7919 0.6919 -1.2264 0.05
N -4.16278 0.36993 -0.44021 2.0747 0.5177 2.5407 -0.39
O -4.22688 0.68178 0.76303 -0.7374 -0.7444 -1.6124 0.03
O -3.47748 1.02833 -1.20724 -0.7857 -0.7315 -0.5054 0.05
H -5.72036 -1.00333 -0.29918 0.2397 -0.1555 -0.1270 0.11
H -4.19384 -1.81688 -0.86272 0.4767 0.5729 0.8184 0.09
H -4.96739 -0.72906 -1.93610 -0.4776 -0.0615 0.0596 0.09
C 3.73352 -2.74408 1.68135 -0.2667 0.3380 0.3173 0.04
N 3.45143 -2.94443 0.22605 1.6357 -0.6179 -1.0551 -0.40
O 4.44765 -2.95181 -0.51762 -1.4611 0.2356 1.1891 0.05
O 2.32900 -3.19711 -0.15233 -0.0206 0.1409 0.3672 0.04
H 3.95337 -1.69723 1.89081 0.2738 -0.0055 -0.4543 0.07
H 4.58858 -3.37789 1.91640 -0.1169 0.1745 -0.0528 0.10
H 2.85575 -2.97592 2.28458 0.0017 -0.2111 -0.4606 0.07
C -2.55511 2.72305 2.68655 -0.5875 0.5174 0.6212 0.04
N -1.15885 2.20244 2.70257 -0.6234 0.0552 1.2497 -0.38
O -1.03406 0.98520 2.92588 0.6677 1.8205 -0.8240 0.02
O -0.29318 3.07086 2.72488 0.0244 -1.6126 -0.3470 0.06
H -3.11785 2.54734 1.76973 0.4619 -0.3942 0.0320 0.07
H -2.51096 3.79021 2.90409 0.2312 -0.1321 -0.3268 0.10
H -3.02135 2.24725 3.54930 -0.1781 -0.2472 -0.3271 0.10
C -1.37164 -2.39410 3.12144 -0.4310 0.7221 -0.2248 0.06
N -2.58393 -1.80175 2.44062 -0.5756 -0.2228 -1.9972 -0.38
O -3.34679 -1.13507 3.09950 0.4916 -0.4343 -0.2818 0.08
O -2.77619 -2.07957 1.21473 0.6395 0.4024 2.6223 -0.01
H -1.74254 -3.34570 3.50220 0.3712 0.0446 0.0596 0.11
H -1.09039 -1.68992 3.90447 -0.1852 -0.2571 0.0296 0.08
H -0.55628 -2.49792 2.40554 -0.3590 -0.1228 0.0109 0.08
C 3.14824 -5.05547 4.08415 0.0190 0.4054 -0.8135 0.02
N 2.69737 -6.39046 4.61460 0.4078 -2.4335 0.7531 -0.38
O 3.26364 -6.92622 5.62055 -1.5916 2.1388 -2.7675 0.03
O 1.86607 -6.98105 3.90181 1.4255 1.2326 1.5313 0.05
H 4.06239 -5.20150 3.50873 0.1771 -0.4298 0.4084 0.09
H 3.31335 -4.23327 4.78044 -0.1332 -0.6831 0.5687 0.10
H 2.44272 -4.72512 3.32178 -0.3762 -0.3943 0.4130 0.06
C -0.45915 0.60179 6.25584 -0.6543 1.1567 -0.0709 0.04
N -0.19622 -0.55613 7.12610 0.5273 -0.0312 0.0704 -0.47
O -0.77056 -0.62706 8.18160 -0.8412 0.2677 0.4334 0.08
O 0.67794 -1.31294 6.79891 0.7714 -0.7753 -0.8529 0.06
H -0.56777 0.42859 5.18518 0.0560 -0.8002 0.2462 0.06
H 0.40149 1.26367 6.35228 -0.0950 0.0025 0.2680 0.11
H -1.36747 1.05161 6.65675 0.2344 0.1822 -0.1357 0.10
C 3.65867 1.30008 -4.00713 0.1834 -0.0340 0.6078 0.05
N 4.30630 0.52288 -2.89334 1.4262 0.7019 0.8848 -0.42
O 4.93538 1.08263 -1.95990 -1.7836 -0.8177 -2.3436 0.04
O 4.23075 -0.66358 -3.05861 0.0708 -1.1493 0.6097 0.05
H 4.45847 1.95595 -4.35101 -0.6883 0.5976 0.1268 0.10
H 2.73990 1.67675 -3.55760 0.3484 0.8282 -0.1782 0.10
H 3.35364 0.62345 -4.80539 0.3219 -0.1761 0.3214 0.08
C 3.07570 2.18662 3.42127 0.6839 1.5791 -0.2514 0.06
N 3.77868 1.38845 2.34385 -0.0344 -1.6366 -0.1837 -0.39
O 4.45974 0.44115 2.74249 -0.5071 0.7209 0.1396 0.03
O 3.69431 1.66759 1.16104 -0.3178 0.4081 1.3317 0.06
H 3.34285 1.86532 4.42800 0.1541 -0.3947 -0.5005 0.09
H 2.01112 2.40951 3.35004 -0.1097 -1.0150 -0.7294 0.07
H 3.48413 3.17881 3.22933 0.2505 0.1425 0.2962 0.08
C -0.59680 -0.04716 -0.15143 1.0803 -0.3933 0.8485 0.05
N 0.90190 -0.02879 0.01827 2.6523 1.3335 -1.5057 -0.37
O 1.49861 -0.56645 0.95708 -1.7430 0.4807 -1.0136 0.04
O 1.51826 0.62929 -0.85724 -1.3024 -1.2303 1.5878 0.02
H -0.91558 0.90573 0.27103 -0.2127 -0.1743 -0.0540 0.08
H -0.88441 -0.90488 0.45658 -0.5500 0.2450 -0.3603 0.07
H -0.82049 -0.10254 -1.21679 0.1267 -0.1660 0.3040 0.09
```
Positions in Å, forces in eV/Å.

Calculated values
- molar mass (g/mol) = 915.6
- frontier orbital gap (eV) = 9.9100
- LUMO (eV) = -0.737
- spin multiplicity = 1
- ΔE to the lowest compared entry with this formula, charge and spin (kJ/mol) = 201.1